(1)
Here is a 2-piece molecular cluster, C5H13NO overall from the OMol25 dataset. Energies are from ωB97M-V/def2-TZVPD.

The total energy comes out at -328.26432 Eh. As for the net charge: 0. The calculation puts the LUMO energy at 0.8452 eV. The value obtained for the HOMO energy is -0.30921 Eh. As for the energy above the lowest of the compared OMol25 structures with the same formula, charge and spin: 34.2 kcal/mol. Its spin multiplicity is 1. Its SMILES is CC/C(C)=C/N.O. The value obtained for the gap between HOMO and LUMO is 9.2592 eV.

Geometry (Å):
O (2.642, -0.718, 1.666)
N (2.017, 1.221, -0.826)
C (-2.023, -0.537, 1.106)
C (0.613, 1.304, -0.491)
C (-1.721, 0.501, 0.007)
C (0.042, -1.014, -1.136)
C (-0.313, 0.337, -0.547)
H (0.501, -1.729, -0.415)
H (-0.945, -1.445, -1.409)
H (0.365, 2.257, -0.021)
H (-1.985, -1.617, 0.835)
H (-2.999, -0.317, 1.570)
H (2.398, -0.304, 0.925)
H (2.276, 1.992, -1.351)
H (-2.412, 0.273, -0.842)
H (-1.253, -0.410, 1.852)
H (1.752, -0.677, 2.193)
H (-1.943, 1.510, 0.290)
H (2.331, 0.370, -1.365)
H (0.655, -0.996, -2.040)

Cartesian forces (eV/Å) of the 3 atoms listed first:
-1.52 -2.48 6.11
-1.14 -2.85 0.27
-0.14 0.23 0.26

natural (NBO) population analysis, charges in e, atoms 1 to 5:
1. O -0.922
2. N -0.841
3. C -0.609
4. C -0.026
5. C -0.412


(2)
Here is a 2-piece molecular cluster, C5H13NO overall from the OMol25 dataset. Energies are from ωB97M-V/def2-TZVPD.

The total energy comes out at -328.28550 Eh. As for the net charge: 0. The calculation puts the LUMO energy at 0.8619 eV. The value obtained for the HOMO energy is -0.29805 Eh. As for the energy above the lowest of the compared OMol25 structures with the same formula, charge and spin: 20.9 kcal/mol. Its spin multiplicity is 1. Its SMILES is C[C@H]1CCCN1.O. The value obtained for the gap between HOMO and LUMO is 8.9722 eV.

Geometry (Å):
O (1.791, 2.434, 3.229)
N (0.042, -0.736, 0.651)
C (-0.323, -0.969, -1.636)
C (0.761, 0.079, -1.419)
C (-2.246, -0.203, -0.137)
C (1.242, -0.278, -0.006)
C (-1.012, -1.097, -0.265)
H (-1.041, -0.749, -2.431)
H (0.300, 1.074, -1.396)
H (-2.906, -0.300, -0.994)
H (-2.732, -0.387, 0.818)
H (0.158, -1.106, 1.576)
H (1.616, 2.643, 2.305)
H (2.175, 3.250, 3.593)
H (-1.960, 0.859, -0.173)
H (-1.347, -2.138, -0.187)
H (2.011, -1.043, -0.094)
H (1.623, 0.052, -2.086)
H (0.136, -1.925, -1.901)
H (1.710, 0.539, 0.552)

Cartesian forces (eV/Å) of the 3 atoms listed first:
0.23 0.49 0.15
0.29 0.46 0.48
-0.05 -0.19 -0.37

natural (NBO) population analysis, charges in e, atoms 1 to 5:
1. O -0.936
2. N -0.664
3. C -0.403
4. C -0.413
5. C -0.614


(3)
Here is a 2-piece molecular cluster, C5H13NO overall from the OMol25 dataset. Energies are from ωB97M-V/def2-TZVPD.

The total energy comes out at -328.25279 Eh. As for the net charge: 0. The calculation puts the LUMO energy at 0.7312 eV. The value obtained for the HOMO energy is -0.34215 Eh. As for the energy above the lowest of the compared OMol25 structures with the same formula, charge and spin: 41.5 kcal/mol. Its spin multiplicity is 1. Its SMILES is C=CC[C@@H](C)N.O. The value obtained for the gap between HOMO and LUMO is 10.0416 eV.

Geometry (Å):
O (2.805, 0.681, -5.510)
N (-2.367, 1.139, 1.688)
C (-0.272, -0.189, 2.039)
C (0.805, -0.962, 1.321)
C (1.952, -0.513, 0.808)
C (-1.727, -0.694, 0.100)
C (-1.303, 0.418, 1.005)
H (0.697, -2.047, 1.313)
H (-0.812, -0.894, 2.665)
H (-0.842, -1.086, -0.391)
H (2.506, 1.095, -4.704)
H (-0.690, 1.174, 0.464)
H (-2.492, -0.503, -0.653)
H (-2.440, 0.930, 2.686)
H (2.179, 0.094, -5.947)
H (-3.268, 0.850, 1.318)
H (0.145, 0.708, 2.469)
H (2.291, 0.517, 0.780)
H (2.577, -1.199, 0.268)
H (-2.124, -1.590, 0.678)

Cartesian forces (eV/Å) of the 3 atoms listed first:
1.01 -0.06 -0.76
-0.79 -0.28 0.36
-0.29 0.40 -1.91

natural (NBO) population analysis, charges in e, atoms 1 to 5:
1. O -0.961
2. N -0.838
3. C -0.457
4. C -0.174
5. C -0.402


(4)
Here is one molecule with the formula C5H13NO from the OMol25 dataset. Energies are from ωB97M-V/def2-TZVPD.

The total energy comes out at -328.26234 Eh. As for the net charge: 0. The calculation puts the LUMO energy at 1.0374 eV. The value obtained for the HOMO energy is -0.34502 Eh. As for the energy above the lowest of the compared OMol25 structures with the same formula, charge and spin: 35.5 kcal/mol. Its spin multiplicity is 1. Its SMILES is CC[C@H](C)NCO. The value obtained for the gap between HOMO and LUMO is 10.4258 eV.

Geometry (Å):
O (-0.044, 3.177, 0.221)
N (-0.269, 0.795, 0.409)
C (0.140, -0.475, -0.139)
C (1.550, -0.909, 0.181)
C (-0.872, -1.568, 0.269)
C (0.417, 1.941, -0.250)
C (-0.992, -2.842, -0.571)
H (0.014, -0.539, -1.248)
H (2.301, -0.168, -0.080)
H (-1.869, -1.188, 0.514)
H (1.456, 1.819, 0.083)
H (-1.877, -2.826, -1.233)
H (-0.224, -2.911, -1.339)
H (1.758, -1.826, -0.374)
H (-1.170, -3.641, 0.138)
H (-0.510, 2.924, 1.006)
H (-1.250, 0.939, 0.179)
H (1.763, -1.172, 1.222)
H (0.418, 1.777, -1.330)
H (-0.500, -1.916, 1.251)

Cartesian forces (eV/Å) of the 3 atoms listed first:
-0.23 -0.31 -1.18
-0.25 1.53 -0.38
-1.35 -1.41 -1.21

natural (NBO) population analysis, charges in e, atoms 1 to 5:
1. O -0.705
2. N -0.637
3. C -0.052
4. C -0.622
5. C -0.394


(5)
Here is a 2-piece molecular cluster, C5H13NO overall from the OMol25 dataset. Energies are from ωB97M-V/def2-TZVPD.

The total energy comes out at -328.28982 Eh. As for the net charge: 0. The calculation puts the LUMO energy at 0.8637 eV. The value obtained for the HOMO energy is -0.33829 Eh. As for the energy above the lowest of the compared OMol25 structures with the same formula, charge and spin: 18.2 kcal/mol. Its spin multiplicity is 1. Its SMILES is C[C@H]1CCCN1.O. The value obtained for the gap between HOMO and LUMO is 10.0692 eV.

Geometry (Å):
O (-1.899, -2.212, -1.892)
N (-0.835, 0.217, -0.385)
C (-0.285, -0.738, 1.831)
C (0.985, 1.212, 0.803)
C (-0.351, 0.541, 1.001)
C (0.327, 0.181, -1.277)
C (1.590, 0.617, -0.476)
H (1.642, 1.173, 1.675)
H (0.873, 2.273, 0.570)
H (0.490, -1.387, 1.394)
H (-1.034, 1.240, 1.485)
H (-1.508, 0.953, -0.543)
H (-1.848, -1.703, -1.069)
H (0.099, 0.750, -2.179)
H (2.105, 1.326, -1.058)
H (-1.196, -1.288, 1.764)
H (2.219, -0.244, -0.275)
H (-1.959, -1.525, -2.568)
H (0.076, -0.548, 2.824)
H (0.510, -0.838, -1.624)

Cartesian forces (eV/Å) of the 3 atoms listed first:
-0.14 0.09 -0.12
-0.22 0.28 1.64
1.53 0.12 -1.08

natural (NBO) population analysis, charges in e, atoms 1 to 5:
1. O -0.953
2. N -0.659
3. C -0.613
4. C -0.420
5. C -0.052


(6)
Here is a 2-piece molecular cluster, C5H13NO overall from the OMol25 dataset. Energies are from ωB97M-V/def2-TZVPD.

The total energy comes out at -328.25020 Eh. As for the net charge: 0. The calculation puts the LUMO energy at 0.9357 eV. The value obtained for the HOMO energy is -0.31653 Eh. As for the energy above the lowest of the compared OMol25 structures with the same formula, charge and spin: 43.1 kcal/mol. Its spin multiplicity is 1. Its SMILES is C/C=C/CNC.O. The value obtained for the gap between HOMO and LUMO is 9.5490 eV.

Geometry (Å):
O (-2.873, -0.242, 1.744)
N (-0.781, 1.607, -0.610)
C (0.519, -0.399, -0.280)
C (-0.119, 2.592, 0.260)
C (1.088, -1.540, -0.649)
C (0.066, 0.643, -1.273)
C (1.500, -2.617, 0.327)
H (-1.295, 2.178, -1.273)
H (0.927, 1.131, -1.764)
H (-0.796, 2.837, 1.068)
H (-2.052, -0.488, 2.178)
H (2.403, -2.275, 0.837)
H (0.793, 2.172, 0.682)
H (-3.002, -0.925, 1.059)
H (1.213, -1.716, -1.701)
H (0.781, -2.782, 1.117)
H (-0.552, 0.152, -2.023)
H (0.202, 3.453, -0.308)
H (0.270, -0.204, 0.766)
H (1.709, -3.575, -0.155)

Cartesian forces (eV/Å) of the 3 atoms listed first:
-0.20 -0.54 -0.36
-0.55 0.94 0.26
-0.02 -0.23 -0.23

natural (NBO) population analysis, charges in e, atoms 1 to 5:
1. O -0.933
2. N -0.619
3. C -0.193
4. C -0.423
5. C -0.187